(1)
Density functional theory data (ωB97M-V with the def2-TZVPD basis set) for a 5-piece molecular cluster, C5H19NO5 overall in a non-equilibrium geometry.

The geometry in XYZ format:
```
30
Properties=species:S:1:pos:R:3:nbo_charge:R:1
H -0.218 -0.083 2.815 0.49
H 2.924 0.097 0.259 0.23
H -3.004 2.999 0.679 0.21
H -0.126 -2.051 -3.439 0.48
H -0.007 -2.803 1.350 0.49
H 1.973 0.609 -2.472 0.45
O 0.078 -0.714 3.474 -0.97
H -3.179 1.874 -0.615 0.16
H -0.361 1.164 -1.329 0.19
H 0.488 -1.830 -2.057 0.48
C 1.018 1.082 0.428 -0.42
H 0.844 1.410 1.457 0.23
O 2.370 0.379 -3.325 -0.94
C 1.878 -0.176 0.433 -0.63
O -1.342 -0.654 1.148 -0.54
C -0.367 1.035 -0.238 -0.16
H -0.683 -3.930 0.549 0.47
H 1.570 1.952 0.060 0.21
H 2.012 -0.522 -3.395 0.48
H 1.640 -0.866 -0.379 0.19
H 1.924 -0.730 1.369 0.24
H -1.020 -0.963 -0.853 0.12
O 0.131 -3.423 0.637 -0.96
C -0.994 -0.331 0.047 0.46
H -3.021 1.229 0.976 0.20
H -0.071 -0.447 4.370 0.48
O 0.266 -1.359 -2.886 -0.96
H -0.878 2.977 0.199 0.37
N -1.197 2.048 0.404 -0.63
C -2.647 2.030 0.337 -0.42
```

Calculated values
* frontier orbital gap: 9.447 eV
* lowest unoccupied orbital energy: 0.4 eV
* calculated total energy: -17219.7198 eV
* energy relative to the best compared isomer or geometry (same formula, charge and spin): 148.7 kJ/mol

(2)
Density functional theory data (ωB97M-V with the def2-TZVPD basis set) for a 5-piece molecular cluster, C5H19NO5 overall in a non-equilibrium geometry.

The geometry in XYZ format:
```
30
Properties=species:S:1:pos:R:3:nbo_charge:R:1
H -1.338 1.648 0.444 0.23
O 1.900 -0.611 -3.166 -0.95
H -3.272 -0.228 1.286 0.22
H 1.796 -1.546 -3.219 0.48
C -0.687 -0.107 -0.925 -0.50
C 1.241 2.189 -1.120 -0.42
C -1.425 0.539 0.261 -0.43
C -2.864 0.099 0.289 -0.63
H -0.050 1.856 3.754 0.47
O 1.123 -1.242 0.132 -0.71
N 1.570 0.942 -0.408 -0.64
H 1.084 -2.878 -0.561 0.49
H -0.255 -1.683 2.717 0.47
H -0.787 0.277 -1.975 0.24
H 2.297 0.926 0.312 0.41
H 1.133 -1.357 2.384 0.49
O 1.283 -3.705 -1.035 -0.96
H 0.230 2.579 -0.823 0.21
H -3.503 0.927 0.068 0.21
H -0.878 -1.177 -1.025 0.23
H 2.350 -0.420 -2.342 0.47
H -1.103 1.288 2.886 0.47
O 0.485 -1.200 3.090 -0.95
H -0.913 0.220 1.175 0.21
H -3.248 -0.628 -0.438 0.22
O -0.864 2.112 3.322 -0.94
H 1.912 2.968 -0.709 0.22
H 0.662 -3.705 -1.754 0.45
C 0.811 -0.186 -0.430 0.73
H 1.310 2.105 -2.191 0.22
```

Calculated values
* frontier orbital gap: 10.919 eV
* lowest unoccupied orbital energy: 0.5 eV
* calculated total energy: -17220.7286 eV
* energy relative to the best compared isomer or geometry (same formula, charge and spin): 51.4 kJ/mol

(3)
Density functional theory data (ωB97M-V with the def2-TZVPD basis set) for a 5-piece molecular cluster, C5H19NO5S overall in a non-equilibrium geometry.

The geometry in XYZ format:
```
31
Properties=species:S:1:pos:R:3:nbo_charge:R:1
H 1.453 1.356 -1.028 0.21
C 0.879 0.486 1.186 -0.55
C 1.538 -1.958 -1.549 -0.46
H 0.501 -2.212 -1.938 0.19
C 0.821 -0.638 0.235 0.71
H 2.135 -2.044 -2.458 0.19
H 2.935 0.780 -1.815 0.20
H 1.866 0.922 1.183 0.21
H 1.271 0.081 -2.565 0.21
H 0.239 1.256 0.828 0.26
H -0.521 -0.080 2.530 0.17
H 0.460 1.043 3.183 0.19
O -2.094 -0.661 -2.234 -0.98
O -2.666 -1.057 1.164 -0.99
O -1.737 1.565 -0.425 -0.96
H -2.015 0.671 -0.227 0.50
H -1.779 -1.425 1.179 0.51
S 1.624 -1.373 3.368 -0.71
C 0.486 0.171 2.574 -0.54
N 1.710 -0.708 -0.729 -0.45
O -0.097 -1.468 0.206 -0.73
H -1.203 3.229 0.128 0.48
H -2.548 1.934 -0.666 0.46
O -0.728 3.915 0.166 -0.98
H -2.181 -1.146 -3.053 0.47
H 0.166 4.068 0.076 0.49
H -3.002 -0.904 1.944 0.46
H 0.789 -2.174 2.661 0.12
C 1.837 0.411 -1.697 -0.42
H -1.930 -1.312 -1.399 0.51
H 1.789 -2.727 -0.829 0.22
```

Calculated values
* total charge: -1
* frontier orbital gap (alpha / beta): 2.061 / 7.305 eV
* ⟨S²⟩: 0.75
* lowest unoccupied orbital energy (alpha / beta): 2.7 / 2.7 eV
* 2S+1: 2
* calculated total energy: -28052.0963 eV
* energy relative to the best compared isomer or geometry (same formula, charge and spin): 245.9 kJ/mol

(4)
Density functional theory data (ωB97M-V with the def2-TZVPD basis set) for C5H20AlN10O5 as an isolated structure in a non-equilibrium geometry.

The geometry in XYZ format:
```
41
Properties=species:S:1:pos:R:3:nbo_charge:R:1
H 6.435 -19.547 -1.229 0.42
H 12.600 -25.039 -1.969 0.43
N 6.996 -18.009 -5.944 -0.78
H 9.524 -23.505 -2.174 0.39
O 12.369 -21.421 -4.994 -0.64
N 13.156 -23.501 -5.648 -0.76
H 13.866 -23.907 -6.231 0.43
H 6.661 -23.448 -4.067 0.44
H 6.899 -21.773 -4.513 0.42
H 6.438 -18.888 0.341 0.43
N 14.452 -21.698 -5.801 -0.77
N 7.161 -22.580 -3.969 -0.78
N 11.978 -24.301 -1.688 -0.79
N 6.919 -18.995 -0.539 -0.77
N 8.817 -18.562 0.633 -0.75
C 7.655 -17.714 -4.837 0.78
C 8.259 -19.051 -0.502 0.77
H 15.238 -22.302 -5.988 0.41
H 12.465 -24.004 -5.116 0.42
H 7.957 -24.255 -2.327 0.43
H 9.785 -18.822 0.724 0.43
H 6.085 -17.667 -6.186 0.43
O 8.764 -18.194 -4.462 -0.69
Al 10.994 -19.515 -3.381 1.57
N 7.060 -16.728 -4.132 -0.76
H 7.462 -16.398 -3.271 0.43
O 11.723 -21.963 -1.962 -0.62
H 14.013 -22.020 -2.110 0.41
H 7.425 -18.765 -6.461 0.42
O 8.989 -19.469 -1.418 -0.58
O 9.100 -21.519 -3.318 -0.61
C 13.286 -22.191 -5.403 0.77
H 14.803 -20.832 -5.415 0.42
H 8.279 -18.029 1.297 0.44
C 8.350 -22.507 -3.376 0.79
H 14.357 -23.646 -1.519 0.43
H 11.004 -24.541 -1.687 0.40
N 8.667 -23.633 -2.680 -0.80
N 13.709 -22.916 -1.765 -0.80
C 12.365 -23.014 -1.758 0.78
H 6.192 -16.417 -4.528 0.42
```

Calculated values
* total charge: +3
* frontier orbital gap: 3.229 eV
* lowest unoccupied orbital energy: -15.3 eV
* calculated total energy: -37217.4051 eV
* energy relative to the best compared isomer or geometry (same formula, charge and spin): 295.0 kJ/mol

(5)
Density functional theory data (ωB97M-V with the def2-TZVPD basis set) for a 6-piece molecular cluster, C5H20ClO5 overall in a non-equilibrium geometry.

The geometry in XYZ format:
```
31
Properties=species:S:1:pos:R:3:nbo_charge:R:1
C 0.949 -2.732 -0.924 -0.26
C -3.390 -1.710 -1.366 -0.26
H -0.135 -2.691 -0.822 0.18
H 1.028 1.629 0.699 0.46
C 3.177 -0.331 2.744 -0.27
C 1.728 2.774 -0.679 -0.26
Cl -0.460 -0.358 1.577 -0.05
O -2.837 -2.278 -0.133 -0.75
O 1.575 -1.523 -0.531 -0.72
H 0.996 2.356 -1.370 0.16
H 2.697 2.557 -1.127 0.17
O -2.159 2.366 0.184 -0.70
O 1.348 2.532 0.652 -0.71
H 0.955 -0.973 -0.047 0.46
H 1.243 -2.978 -1.944 0.18
H 1.648 3.840 -0.894 0.17
H -1.683 2.361 -1.729 0.16
C -2.077 1.642 -1.012 -0.25
H -4.044 -0.895 -1.055 0.17
H 1.337 -0.508 3.089 0.46
H 3.214 -0.854 1.788 0.18
H 1.349 -3.432 -0.190 0.18
H 3.125 0.735 2.522 0.17
H -3.005 1.325 -1.488 0.16
O 2.115 -0.915 3.477 -0.69
H -1.486 0.739 -0.858 0.17
H -2.322 -1.675 0.408 0.47
H 4.103 -0.396 3.315 0.18
H -3.996 -2.443 -1.898 0.19
H -2.699 -1.376 -2.141 0.17
H -2.292 3.213 -0.248 0.47
```

Calculated values
* frontier orbital gap (alpha / beta): 11.012 / 5.057 eV
* ⟨S²⟩: 0.75
* lowest unoccupied orbital energy (alpha / beta): 0.5 / -5.3 eV
* 2S+1: 2
* calculated total energy: -28264.0438 eV

(6)
Density functional theory data (ωB97M-V with the def2-TZVPD basis set) for a 6-piece molecular cluster, C5H20F2N3O9S2 overall in a non-equilibrium geometry.

The geometry in XYZ format:
```
41
Properties=species:S:1:pos:R:3:nbo_charge:R:1
N -4.601 4.718 10.756 -1.20
C -8.462 2.540 7.668 0.95
H -0.365 4.889 6.497 0.21
O -4.206 7.120 11.506 -0.90
H -2.354 0.831 8.122 0.48
H -7.781 4.582 9.673 0.51
F -4.281 6.471 9.210 -0.52
H 0.110 1.103 8.377 0.21
C -0.209 1.886 9.064 -0.64
N -7.372 5.090 10.533 -0.94
H -1.849 1.116 10.260 0.17
O -4.724 4.831 13.365 -0.88
O -3.723 4.978 6.133 -0.74
H -4.451 4.068 7.514 0.44
S -4.040 4.255 12.272 2.45
O -2.673 3.914 12.360 -0.89
H -1.513 4.903 7.826 0.22
S -3.753 6.052 10.679 2.45
C -2.382 4.552 5.846 -0.07
H -2.345 3.465 6.012 0.16
C -1.647 1.944 9.577 -0.07
H -1.478 6.263 6.725 0.22
C -1.379 5.175 6.779 -0.64
O -8.272 3.662 8.422 -1.02
H -5.632 2.993 8.028 0.50
H -7.456 6.090 10.374 0.41
N -4.709 3.462 8.318 -0.97
H -4.714 3.926 9.250 0.43
H -3.992 2.711 8.287 0.44
H -2.177 4.688 4.781 0.17
H 0.419 1.768 9.958 0.21
F -4.680 2.805 12.143 -0.51
H -6.328 4.839 10.601 0.45
O -2.367 5.909 10.418 -0.91
O -7.428 1.805 7.238 -0.93
O -2.505 1.733 8.416 -0.76
H -1.874 2.895 10.048 0.21
O -9.633 2.357 7.087 -0.85
H -4.258 4.711 5.375 0.49
H 0.034 2.825 8.566 0.21
H -7.927 4.727 11.302 0.42
```

Calculated values
* total charge: -1
* frontier orbital gap: 4.667 eV
* lowest unoccupied orbital energy: 2.2 eV
* calculated total energy: -55511.7716 eV

Q: Number 5 is which compound?
A: C5H20ClO5